15
Properties=species:S:1:pos:R:3:nbo_charge:R:1 method="wB97M-V/def2-TZVPD" orbital_gap_ha="0.264 / 0.178" e_lumo_ev="3.3 / 1.9" homo_ha="-0.1432 / -0.1095" total_charge=-1 relative_energy_kcal_mol=162.4
C -1.5429 0.5385 -0.9339 -0.408
C -1.5650 -0.8361 -0.4447 -0.435
C 0.7484 0.4894 1.3616 -0.372
C 1.8466 0.0302 0.4005 -0.270
C -0.3174 -0.0563 -0.2815 0.198
N 0.9838 -0.3304 -0.7229 0.061
O 1.4705 -0.8302 -1.7877 -0.448
S -2.0885 1.9987 -0.1511 -0.298
S -2.4207 -1.4698 0.9696 -0.350
H -1.4224 0.5069 -1.9571 0.218
H -1.6804 -1.6948 -1.0736 0.259
H 0.3671 -0.1508 2.1413 0.221
H 0.5176 1.5451 1.7036 0.233
H 2.5534 0.9118 -0.0865 0.186
H 2.5499 -0.6521 0.8626 0.207